1.
The following is a DFT calculation (ωB97M-V/def2-TZVPD) of a structure of composition C37H50N5OPdSSi3 at a distorted geometry.

Output
gap between HOMO and LUMO (spin up / spin down): 5.327 / 5.329 eV

Geometry as ORCA input:
```
! wB97M-V def2-TZVPD RIJCOSX def2/J DEFGRID3
* xyz -1 1
Pd -0.1199 -0.0700 0.1538
S 2.3144 -0.5492 0.3526
Si -3.4892 -0.8670 0.1120
Si 1.1447 3.2270 -0.1807
Si 0.9549 -3.6276 -0.3490
O 0.0888 -2.4082 0.0833
N -0.1913 2.1389 -0.1611
N 4.2893 0.1048 1.9823
N -2.2704 0.3260 -0.1339
N 2.3538 0.2021 3.0326
N 0.0824 0.5866 2.5414
C 4.5405 0.4971 3.2652
C 2.3511 -3.3617 2.1198
C -4.1218 3.4617 -0.5506
C 1.0085 0.1391 3.4073
C -1.8248 3.9407 -0.0702
C 3.0815 -2.7443 -4.4806
C 3.2792 -3.9769 -3.8829
C 3.3626 0.5502 3.9196
C -1.5790 0.2689 4.2346
C -4.2414 -1.2839 -1.6088
C 1.0700 4.4766 -1.6489
C 3.3145 -3.5908 3.0845
C -2.5375 1.6280 -0.3023
C -0.8177 -5.5289 0.7838
C 1.8704 -3.3345 -2.0132
C 2.8526 2.4362 -0.4967
C 2.3258 -4.0728 0.9259
C 0.6904 -0.3009 4.6973
C -3.8320 2.1230 -0.5679
C 1.3632 4.2103 1.4654
C 3.2972 -5.0553 0.7593
C 4.2811 -4.5642 2.8892
C -2.8059 -2.3774 1.0351
C 2.2824 -1.8052 -3.8477
C -3.1167 4.3767 -0.2408
C -1.1800 0.6500 2.9691
C 1.6816 -2.1043 -2.6365
C 2.9370 -0.0589 1.8087
C 2.6834 -4.2559 -2.6650
C 0.6260 -6.4650 -0.9746
C 5.2523 -0.1129 0.9460
C -4.9269 -0.3383 1.3010
C -0.1378 -5.2169 -0.5465
C -1.1875 -4.9258 -1.6145
C 4.2646 -5.3045 1.7188
C -0.6209 -0.2436 5.1141
C -1.4638 2.5817 -0.1760
H 2.1249 -0.8381 -4.3077
H 5.0597 -1.0737 0.4676
H 1.3105 3.5389 2.3163
H 3.3149 -3.0140 4.0028
H -1.7483 -4.0293 -1.3615
H -1.8944 1.0646 2.2678
H 1.0481 -1.3630 -2.1448
H 5.0404 -4.7466 3.6409
H 5.5303 0.7156 3.6122
H 2.8674 -5.2202 -2.2156
H -5.6258 -1.1624 1.4161
H 3.8966 -4.7242 -4.3689
H -4.9257 -0.5062 -1.9309
H -4.6102 1.4146 -0.7938
H -1.4438 -6.4223 0.7037
H 1.8552 5.2206 -1.5518
H 0.6016 4.9686 1.6071
H -0.8981 -0.5926 6.0980
H -3.3550 5.4280 -0.1401
H -0.0622 -7.3076 -1.0879
H -2.6101 0.3581 4.5339
H -0.6976 -4.7585 -2.5741
H -5.1282 3.8040 -0.7509
H -0.0679 -5.6975 1.5562
H -1.4379 -4.6991 1.1039
H -2.8967 -2.2628 2.1133
H 1.4616 -0.6888 5.3477
H 1.3719 -6.7389 -0.2315
H -4.5323 -0.1095 2.2882
H 1.2343 3.9480 -2.5834
H 3.3156 2.1233 0.4326
H -1.7547 -2.5296 0.8000
H 3.5445 -2.5215 -5.4346
H 2.7739 1.5714 -1.1463
H 0.1280 5.0039 -1.7378
H 3.3128 -5.6496 -0.1433
H 6.2486 -0.1014 1.3837
H 3.1468 0.8323 4.9284
H -1.8853 -5.7614 -1.7277
H 3.5192 3.1500 -0.9736
H -3.4494 -1.3341 -2.3470
H -4.7743 -2.2267 -1.6270
H 1.1123 -6.3204 -1.9361
H -1.0579 4.6647 0.1545
H -5.4931 0.5298 0.9808
H 5.0143 -6.0720 1.5562
H 5.1641 0.6626 0.1833
H 1.5957 -2.6074 2.2780
H -3.3545 -3.2726 0.7559
H 2.3262 4.7102 1.4960
*
```

Here are the Löwdin charges for atoms 1 to 5, given in e:
1 Pd 0.726
2 S 0.823
3 Si 0.445
4 Si 0.442
5 Si 0.401


2.
The following is a DFT calculation (ωB97M-V/def2-TZVPD) of a structure of composition C37H51BN10O2PW at a distorted geometry.

Output
gap between HOMO and LUMO (spin up / spin down): 6.596 / 5.682 eV
energy above the lowest of the compared OMol25 structures with the same formula, charge and spin: 137.9 kJ/mol

Geometry as ORCA input:
```
! wB97M-V def2-TZVPD RIJCOSX def2/J DEFGRID3
* xyz 3 3
W 0.4846 0.2425 -0.1068
P 2.2321 2.0121 -2.6842
O -3.5078 -2.3352 -0.5160
O 1.4683 0.9533 -1.8767
N -0.5795 2.1842 -0.3116
N 1.9184 1.3997 0.4938
N -0.9878 -0.0081 -1.8835
N 1.3585 -0.7223 1.5964
N -5.7025 -2.3053 -1.0388
N 1.3313 -1.6631 -0.7123
N -0.1194 1.8801 2.5173
N -1.1249 -0.4526 1.0476
N 0.9727 -2.6232 0.2056
N -0.8515 -1.6322 1.6907
C -2.9284 -1.1205 2.1692
C -1.3069 -1.1118 -2.5966
C 2.0016 -2.3056 -1.6974
C -0.4882 3.2121 0.5661
C 2.9424 -1.6168 3.2474
C 3.9967 1.8484 -2.4444
C 2.0863 -3.6550 -1.3823
C 3.7428 2.8750 1.2217
C 0.8562 4.0680 2.4896
C -2.1525 0.2304 -4.4115
C -1.8722 -0.9959 -3.8732
C 2.4481 -0.5583 2.2982
C 1.7800 3.6852 -2.2350
C 0.1356 3.0365 1.9064
C -4.7271 -4.3959 -0.3202
C 1.8819 1.8039 -4.4237
C 1.0339 2.6997 4.4344
C -2.4195 -0.1546 1.3237
C 2.5236 -1.7050 -2.9564
C -1.1347 -2.5030 -2.0961
C -1.7578 4.6356 -0.8940
C -0.1291 0.4701 4.4937
C -1.2590 2.3670 -1.4634
C -1.0541 4.4490 0.2777
C 2.9547 1.5888 1.2689
C 1.1930 -5.0572 0.6222
C -4.5783 -2.9284 -0.6292
C 1.4206 -3.8239 -0.1777
C -1.9294 -3.3174 3.1512
C 0.2912 1.7157 3.7748
C 3.2385 0.6183 2.2054
C -1.9345 1.3538 -3.6220
C -1.3867 1.2021 -2.3687
C -3.1749 1.0199 0.8158
C 1.3272 3.8811 3.7838
C -1.9221 -2.0578 2.3597
C -1.8725 3.5708 -1.7682
B 0.5987 -2.0945 1.6064
H 1.8960 4.6576 4.2782
H 1.5352 -5.9287 0.0703
H 2.1997 -1.8217 4.0186
H 1.7344 -5.0164 1.5683
H -0.2631 -0.3578 3.7999
H -5.5117 -4.5596 0.4192
H 0.8591 -2.8717 2.4655
H -2.0885 -1.9058 -4.4158
H 2.1279 -0.7145 -3.1245
H 3.7377 3.3517 2.2013
H -3.9306 -1.1617 2.5608
H -2.8204 1.9456 1.2718
H -2.2035 2.3267 -3.9999
H 2.4942 4.3818 -2.6778
H 1.8002 3.7948 -1.1504
H -1.2428 -3.2558 3.9966
H 0.8049 1.7103 -4.5674
H 3.3311 3.5695 0.4934
H -3.1181 1.1034 -0.2676
H -3.7857 -4.7832 0.0579
H 4.7804 2.6546 0.9669
H 4.2977 2.3032 -1.5016
H -0.2613 -2.9677 -2.5497
H 2.5578 -4.4203 -1.9760
H -2.9277 -3.5073 3.5368
H 1.0579 4.9886 1.9603
H 4.5256 2.3505 -3.2564
H 3.8654 -1.2999 3.7251
H -6.5750 -2.7959 -1.1333
H -2.2356 5.5819 -1.1100
H -2.4627 3.6806 -2.6629
H 2.3747 0.9117 -4.8101
H -1.0898 0.6447 4.9838
H -5.6744 -1.3270 -1.2683
H -2.5722 0.3262 -5.4040
H -1.6276 -4.1662 2.5373
H -2.0037 -3.0751 -2.4126
H 3.1300 -2.5493 2.7159
H 0.5856 0.1972 5.2690
H 0.7842 3.9267 -2.6055
H 0.1339 -5.1823 0.8477
H -5.0055 -4.9463 -1.2200
H -4.2231 0.8992 1.0801
H 2.2450 2.6704 -4.9787
H 4.0388 0.7783 2.9148
H -1.0928 -2.5592 -1.0192
H 1.3546 2.5351 5.4545
H 3.6141 -1.6679 -2.9282
H 2.2513 -2.3410 -3.7991
H 4.2730 0.7940 -2.4426
H -0.9920 5.2385 1.0101
*
```

Here are the Löwdin charges for atoms 1 to 5, given in e:
1 W 1.877
2 P 0.655
3 O 0.000
4 O -0.505
5 N 0.029


3.
The following is a DFT calculation (ωB97M-V/def2-TZVPD) of a structure of composition C37H52N2P at a distorted geometry.

Output
gap between HOMO and LUMO: 6.006 eV

Geometry as ORCA input:
```
! wB97M-V def2-TZVPD RIJCOSX def2/J DEFGRID3
* xyz 1 1
P -0.1126 1.2554 -1.6310
N -1.0353 -0.2236 -1.7517
N -1.1270 1.6699 -0.2606
C -0.3196 -1.9934 2.9986
C 2.6422 0.4375 3.1749
C -2.2630 -0.1314 -1.0956
C -0.7085 -2.5790 -2.5715
C 6.2826 -2.7989 4.2229
C 4.4071 -1.2421 3.6480
C -2.5235 4.1984 -2.4854
C -0.9201 5.3893 0.0339
C -2.3308 1.0327 -4.9067
C -2.3248 0.9464 -0.2695
C 4.1076 -3.6067 3.2800
C 1.9949 -4.5646 2.3418
C -2.7772 1.8982 3.2083
C -2.2497 -3.9806 -1.1062
C -0.3945 -2.9230 -4.9715
C -0.9769 4.0925 -0.4886
C 0.2143 -4.2635 -0.8808
C 0.0046 4.5084 -2.7830
C 2.3280 -2.0747 2.7766
C 2.8185 -3.3928 2.7998
C -0.4750 -1.5621 -5.1952
C -0.9487 5.5645 1.4196
C -1.1223 3.8648 -1.9862
C -0.7721 -1.1912 -2.8120
C 3.1380 -0.9883 3.1889
C -1.0461 4.4521 2.2622
C 0.9768 -1.7489 2.2055
C -1.0962 3.1437 1.7663
C -0.5269 -3.4287 -3.6764
C -0.8985 -3.2477 -1.1858
C 4.9042 -2.5374 3.7023
C -0.9283 0.7935 -4.3633
C -0.6709 -0.6879 -4.1241
C -1.3116 1.9891 2.7695
C 0.1816 1.4589 -5.1637
C -0.4485 2.1478 4.0276
C -1.0312 2.9803 0.3677
H 1.9069 0.6028 3.9743
H -2.9320 1.0685 3.9105
H 1.0867 -0.6923 2.2126
H 0.5916 2.3958 3.7925
H 0.0271 2.5413 -5.2622
H -0.9587 -2.6555 2.3888
H -0.8482 2.9347 4.6795
H -0.4117 -1.1631 -6.2172
H 1.1941 -3.7795 -0.7836
H -3.4605 1.7526 2.3650
H -2.5407 2.1024 -5.0339
H 0.2426 1.0305 -6.1701
H -2.4838 0.5372 -5.8733
H -0.8747 -2.4668 -0.4094
H -0.8704 -1.0397 3.1697
H 0.0153 -4.8166 0.0474
H -2.6243 3.9931 -3.5606
H -3.0687 2.8226 3.7251
H -0.9352 1.2764 -3.3485
H 5.0203 -0.4069 3.9793
H -3.0991 -3.3155 -1.3059
H -0.4899 -4.4992 -3.5099
H 2.1746 0.7423 2.2291
H 2.6192 -5.4102 2.0171
H 4.5156 -4.6166 3.3307
H -0.9066 6.5631 1.8516
H -2.4024 -4.4275 -0.1134
H 0.8487 -2.0637 1.1649
H -0.8854 6.2526 -0.6314
H 1.1493 1.2983 -4.6702
H -0.0287 5.5984 -2.6585
H 6.7640 -1.8468 4.4694
H -2.2755 -4.7992 -1.8415
H 3.4762 1.1300 3.3355
H -1.0497 2.7476 -2.1493
H -3.0055 -0.9088 -1.2091
H 1.3344 -4.3022 1.5050
H 0.2817 -5.0082 -1.6852
H 1.3579 -4.9360 3.1487
H 6.8839 -3.3183 3.4649
H -3.2595 3.5729 -1.9579
H -3.0707 0.6345 -4.1997
H -0.0698 4.2735 -3.8546
H 0.9783 4.1517 -2.4146
H -1.1001 4.5982 3.3405
H -0.4484 1.2160 4.6088
H -2.7721 5.2526 -2.3065
H -1.0361 1.0417 2.2876
H -3.1414 1.2065 0.3915
H 6.2570 -3.4325 5.1223
H -0.2387 -3.6198 -5.8005
H -0.0974 -2.4699 3.9695
*
```

Here are the Löwdin charges for atoms 1 to 5, given in e:
1 P 1.284
2 N -0.198
3 N -0.192
4 C -0.063
5 C -0.053